Record 1
ORCA calculation (ωB97M-V/def2-TZVPD) on 8 unconnected molecules or ions with the total composition C22H60O10.

```
92
Properties=species:S:1:pos:R:3:lowdin_charge:R:1
C 4.79924 6.12003 -6.93061 -0.0483
C 5.34730 5.27419 -8.08314 -0.5004
C 5.12859 3.77136 -7.99591 -0.0422
O 4.89685 5.83868 -9.30890 -0.0404
H 3.75610 6.33592 -7.17760 0.0846
H 5.36233 7.04412 -6.80665 0.0506
H 4.88384 5.71379 -5.92214 0.0612
H 6.43270 5.45502 -7.99549 0.1032
H 4.04546 3.65414 -7.88465 0.0882
H 5.63183 3.36954 -7.11949 0.0797
H 5.52637 3.30897 -8.89913 0.0786
H 4.71929 5.10166 -9.90292 0.0777
C 9.38302 5.96365 -7.08630 -0.0413
C 8.80298 5.32267 -5.81921 -0.4759
C 9.68725 5.46906 -4.57611 -0.0440
O 7.51432 5.81507 -5.48791 -0.0869
H 10.36581 5.52110 -7.26715 0.0829
H 9.59568 7.02932 -6.97872 0.0523
H 8.66899 5.69522 -7.86202 0.0708
H 8.69135 4.26995 -6.09902 0.1351
H 9.73299 6.50710 -4.23953 0.0725
H 10.70679 5.13373 -4.78594 0.0807
H 9.27483 4.87886 -3.75648 0.0736
H 7.56008 6.65380 -4.98367 0.0397
C 11.38182 11.69446 -8.87829 -0.0619
C 10.15818 10.87672 -8.40104 -0.4484
C 10.26358 9.37176 -8.62844 -0.0493
O 10.02895 11.14722 -6.99028 -0.0780
H 12.27819 11.56967 -8.27236 0.0758
H 11.12544 12.75183 -8.77166 0.0730
H 11.57973 11.55381 -9.94390 0.0761
H 9.27094 11.33230 -8.83754 0.1369
H 9.78241 9.13580 -9.58368 0.0869
H 9.68774 8.84674 -7.86665 0.0401
H 11.26124 8.94477 -8.73098 0.0840
H 10.58002 10.49793 -6.54078 0.0798
C 4.26268 12.12912 -5.83423 -0.0518
C 3.94702 11.48704 -7.16488 -0.5035
C 2.87962 12.22664 -7.94230 -0.0418
O 5.13971 11.18595 -7.89493 -0.0591
H 4.60436 13.15284 -6.01612 0.0877
H 5.07027 11.64808 -5.28050 0.0603
H 3.33324 12.06855 -5.26503 0.0627
H 3.62907 10.46729 -6.89064 0.1241
H 1.86945 12.05158 -7.58619 0.0691
H 3.04812 11.96342 -8.98976 0.0844
H 3.04077 13.30968 -7.93681 0.0795
H 5.53901 10.38447 -7.52584 0.0399
C 5.35018 4.63048 -3.06018 -0.0500
C 5.88536 3.32437 -2.43777 -0.4640
C 6.50283 3.67761 -1.04569 -0.0476
O 4.85456 2.37465 -2.30732 -0.0530
H 4.47882 4.48643 -3.69719 0.0755
H 6.17409 5.14703 -3.54937 0.0528
H 4.95532 5.24903 -2.24612 0.0792
H 6.70422 2.84759 -2.96981 0.1314
H 5.72813 3.74822 -0.27996 0.0790
H 6.89154 4.69146 -1.15378 0.0477
H 7.24308 2.93782 -0.75375 0.0730
H 4.09951 2.65804 -1.79069 0.0873
C 2.71862 8.41937 -4.16333 -0.0472
C 2.06393 9.77181 -3.83983 -0.4767
C 1.07438 10.11965 -4.92544 -0.0660
O 1.52035 9.70201 -2.51772 -0.0454
H 3.46942 8.24960 -3.38376 0.0708
H 3.10917 8.37822 -5.17757 0.0690
H 2.02979 7.59176 -3.98250 0.0853
H 2.77809 10.59903 -3.76681 0.1162
H 0.32567 9.41130 -5.30343 0.0854
H 1.51625 10.51418 -5.84170 0.0498
H 0.32789 10.86495 -4.61232 0.0829
H 1.86917 10.43130 -2.00848 0.0800
O 6.88913 8.00815 -0.92362 -0.0661
C 8.17297 7.39589 -0.98529 -0.2504
C 9.30879 8.36751 -1.27701 -0.2457
O 10.55794 7.73047 -1.52196 -0.0569
H 6.87622 8.72441 -0.28130 0.0956
H 8.33646 6.86008 -0.04620 0.1246
H 8.17807 6.66100 -1.79260 0.1022
H 9.34594 9.08644 -0.44793 0.1221
H 9.18941 8.93526 -2.19968 0.1142
H 10.87093 7.31579 -0.70872 0.0904
O 7.09843 8.03064 -3.97510 -0.0934
C 6.74455 9.36892 -4.30520 -0.2022
C 7.42373 9.80243 -5.58815 -0.2051
O 6.74974 9.24531 -6.71352 -0.0745
H 6.84440 7.69865 -3.10905 0.0627
H 5.66469 9.50732 -4.34988 0.1088
H 7.20658 9.96335 -3.50676 0.1214
H 8.43564 9.38830 -5.49911 0.1154
H 7.46905 10.87984 -5.71256 0.1247
H 7.01619 8.32854 -6.84599 0.0781
```

Summary:
Relative energy (zero: lowest compared OMol25 entry of this formula, charge and spin): 2.3307 eV
Frontier orbital gap: 9.67 eV
LUMO: 0.3 eV
DFT total energy: -1626.502458 hartree

=====

Record 2
ORCA calculation (ωB97M-V/def2-TZVPD) on 10 unconnected molecules or ions with the total composition C22H61O16PS9.

```
109
Properties=species:S:1:pos:R:3:lowdin_charge:R:1
O -1.64790 -3.10834 0.27090 -0.0254
C -1.00225 -2.43401 -0.61528 -0.1318
C -0.31178 -1.05072 -0.15787 -0.1066
O -0.49553 0.06574 -1.07056 -0.0651
C -1.86379 0.21295 -1.48777 -0.4044
O -2.16608 -0.30292 -2.59840 0.1096
O -2.88476 0.92672 -0.80520 -0.0885
C -3.44481 0.18283 0.31229 -0.1713
P -4.81180 -1.05215 -0.19085 0.6913
O -4.58174 -2.39025 0.52966 -0.3453
O -6.31293 -0.37994 0.34020 -0.2129
O -4.93871 -1.22248 -1.89497 -0.1830
H -0.94987 -2.89699 -1.65640 0.1268
H -0.58516 -0.75952 0.92722 0.1283
H 0.82794 -1.24779 -0.12320 0.1505
H -3.97864 0.96635 0.98069 0.0898
H -2.67334 -0.32030 0.99006 0.1226
H -6.94179 -1.14297 0.38454 0.0772
H -5.75496 -1.75700 -2.03799 0.0768
C -0.12514 -4.42445 4.20661 -0.2430
S 0.36710 -2.69845 4.40434 0.8167
O -0.45797 -1.88991 3.45654 -0.5621
C 2.00653 -2.88833 3.67324 -0.2683
H -1.14797 -4.53571 4.56770 0.0316
H -0.08007 -4.70660 3.15293 0.0625
H 0.53655 -5.06157 4.79575 0.0604
H 1.91895 -3.26608 2.65255 0.0535
H 2.59944 -3.57622 4.27895 0.0402
H 2.49275 -1.91202 3.65670 0.0377
C 3.01503 -5.58460 -3.49232 -0.2633
S 1.48594 -4.63757 -3.33338 0.8136
O 1.61286 -3.78303 -2.11141 -0.5706
C 0.43786 -6.04358 -2.90341 -0.2652
H 3.82628 -4.89345 -3.72399 0.0551
H 3.23480 -6.09975 -2.55550 0.0464
H 2.91350 -6.30711 -4.30379 0.0545
H 0.81679 -6.52979 -2.00274 0.0578
H 0.41936 -6.75141 -3.73359 0.0530
H -0.57298 -5.67732 -2.71876 0.0492
C -0.05323 4.79676 -4.02804 -0.2717
S -0.03169 3.81101 -2.51575 0.7994
O 1.22660 4.14591 -1.78015 -0.5617
C 0.22263 2.21857 -3.32887 -0.2486
H -0.16656 5.84726 -3.75421 0.0383
H 0.88268 4.66341 -4.57397 0.0155
H -0.89729 4.49325 -4.64995 0.0567
H 1.14089 2.24323 -3.91863 0.0612
H -0.63018 1.99718 -3.97285 0.0609
H 0.30306 1.44672 -2.56365 0.0265
C 3.49473 6.28566 -5.97500 -0.2672
S 2.78288 5.08435 -7.11984 0.8140
O 2.25522 3.94712 -6.30562 -0.5634
C 4.35299 4.55408 -7.83624 -0.2708
H 2.68671 6.72152 -5.38611 0.0457
H 4.20314 5.79133 -5.30790 0.0624
H 3.99631 7.07392 -6.53908 0.0524
H 5.00805 4.16680 -7.05395 0.0592
H 4.82697 5.39789 -8.34023 0.0518
H 4.15210 3.76605 -8.56300 0.0503
C -6.89541 3.19926 -0.70930 -0.2526
S -5.16554 2.99088 -0.23814 0.8200
O -5.11905 2.85567 1.25281 -0.5399
C -4.65435 4.67287 -0.64553 -0.2691
H -7.42345 2.26770 -0.50122 0.0404
H -7.34511 4.00820 -0.13059 0.0594
H -6.95836 3.41987 -1.77626 0.0539
H -5.24045 5.39072 -0.07286 0.0352
H -4.78930 4.84535 -1.71449 0.0565
H -3.59927 4.78404 -0.39237 0.0543
C -4.80237 -2.47425 7.30757 -0.2767
S -3.90021 -3.57649 6.19750 0.8063
O -2.89938 -4.32257 7.02186 -0.5674
C -3.01205 -2.27459 5.31879 -0.2696
H -5.40373 -3.08279 7.98415 0.0465
H -4.10043 -1.87297 7.88820 0.0560
H -5.45911 -1.82690 6.72392 0.0513
H -2.42031 -1.68558 6.02202 0.0646
H -3.72502 -1.63316 4.79850 0.0624
H -2.34851 -2.74037 4.58991 -0.0022
C -3.39464 9.85447 -0.02194 -0.2689
S -4.11767 8.65416 -1.16038 0.8270
O -4.65076 7.52381 -0.34027 -0.5592
C -2.55281 8.10928 -1.87847 -0.2705
H -4.19821 10.29811 0.56698 0.0505
H -2.68820 9.35752 0.64533 0.0599
H -2.88881 10.63704 -0.59008 0.0519
H -1.89848 7.72016 -1.09623 0.0619
H -2.07385 8.94751 -2.38705 0.0524
H -2.76126 7.31967 -2.60174 0.0456
C 4.40867 -5.34509 0.41384 -0.2671
S 6.20217 -5.49144 0.27699 0.7946
O 6.49743 -6.22310 -0.99263 -0.5644
C 6.39838 -6.66412 1.63590 -0.2677
H 4.05490 -4.67877 -0.37470 0.0392
H 3.94374 -6.32560 0.29487 0.0582
H 4.14997 -4.92219 1.38647 0.0452
H 5.81071 -7.56283 1.44082 0.0581
H 6.07526 -6.19834 2.56891 0.0468
H 7.45328 -6.93101 1.71195 0.0497
C 7.02930 -2.51227 3.63282 -0.2688
S 6.22304 -2.80450 5.22059 0.8140
O 5.19094 -3.86774 5.01031 -0.5697
C 5.36182 -1.21898 5.28726 -0.2660
H 7.60163 -3.40217 3.36778 0.0464
H 6.27910 -2.32155 2.86305 0.0563
H 7.70593 -1.66026 3.71744 0.0541
H 4.71604 -1.10812 4.41455 0.0436
H 6.09193 -0.40882 5.32007 0.0541
H 4.75408 -1.19407 6.19269 0.0545
```

Summary:
Frontier orbital gap: 8.85 eV
LUMO: 0.4 eV
DFT total energy: -6003.400746 hartree

=====

Record 3
ORCA calculation (ωB97M-V/def2-TZVPD) on 7 unconnected molecules or ions with the total composition C22H62N4O10.

```
98
Properties=species:S:1:pos:R:3:lowdin_charge:R:1
C -14.70948 -21.15140 8.69472 -0.0836
O -15.48632 -22.16844 9.32062 -0.1898
C -16.56223 -21.60798 10.03843 -0.2285
C -17.34578 -22.75507 10.68098 -0.4209
C -18.39913 -22.23853 11.66164 -0.0581
N -16.48085 -23.67768 11.43938 0.0294
H -14.23690 -20.56325 9.48692 0.0892
H -15.35616 -20.47448 8.13023 0.0817
H -13.96107 -21.61113 8.05856 0.0873
H -16.22436 -20.86857 10.76868 0.1193
H -17.29283 -21.14854 9.36033 0.0996
H -17.79866 -23.41769 9.94006 0.1367
H -17.96027 -21.90000 12.60176 0.0704
H -19.16237 -22.98209 11.87409 0.0795
H -18.85141 -21.34490 11.21637 0.0486
H -15.71112 -23.96005 10.83372 0.0652
H -15.99383 -23.16562 12.17396 0.0684
C -20.14826 -15.49384 6.14150 -0.1100
O -20.44393 -14.32200 6.86083 -0.1820
C -20.93820 -14.58845 8.16470 -0.2216
C -21.02537 -13.31240 8.95270 -0.4191
C -19.63826 -12.65999 9.10536 -0.0446
N -21.63869 -13.56036 10.26380 0.0429
H -19.76371 -15.17373 5.17048 0.0887
H -21.05964 -16.06210 5.92299 0.0857
H -19.36979 -16.07108 6.65086 0.0859
H -21.94942 -14.99888 8.03691 0.1304
H -20.37061 -15.36140 8.69941 0.1200
H -21.69608 -12.64919 8.39580 0.1457
H -19.03901 -13.47251 9.52321 0.0764
H -19.71476 -11.80234 9.77269 0.0727
H -19.22298 -12.34028 8.15038 0.0760
H -21.57291 -12.66017 10.73604 0.0908
H -21.03562 -14.15456 10.83772 0.0788
C -18.34502 -20.17307 4.84802 -0.1114
O -19.44440 -19.86925 5.67157 -0.1875
C -19.21272 -20.05634 7.06026 -0.1982
C -20.58285 -20.11782 7.71040 -0.3895
C -21.25178 -18.72945 7.76897 -0.0421
N -20.47095 -20.64045 9.08869 0.0349
H -18.73651 -20.26553 3.83856 0.0888
H -17.87752 -21.13117 5.10352 0.0850
H -17.54137 -19.43247 4.88973 0.0871
H -18.63254 -20.97731 7.21027 0.1184
H -18.60033 -19.20530 7.38450 0.1253
H -21.23683 -20.80604 7.16687 0.1417
H -22.09305 -18.75362 8.46360 0.0710
H -21.65147 -18.49008 6.78505 0.0814
H -20.52951 -17.99617 8.11808 0.0627
H -20.09007 -21.58269 9.00365 0.0849
H -21.40490 -20.79899 9.45761 0.0956
C -16.12947 -14.34893 12.80215 -0.0906
O -15.46002 -14.71991 11.62560 -0.2180
C -14.70246 -13.65795 11.10196 -0.2025
C -13.83287 -14.10852 9.92231 -0.4338
C -12.87317 -15.19623 10.38779 -0.0627
N -12.99440 -12.96483 9.50466 0.0332
H -16.80038 -13.49762 12.66252 0.0932
H -15.45476 -14.01296 13.60090 0.0957
H -16.69379 -15.17293 13.23316 0.0858
H -15.33449 -12.84881 10.71377 0.1288
H -14.03270 -13.21351 11.84479 0.1352
H -14.47208 -14.56581 9.15735 0.1397
H -12.10077 -14.76230 11.02604 0.0840
H -12.37472 -15.70878 9.56281 0.0777
H -13.36170 -15.95556 11.00304 0.0689
H -12.61750 -13.27238 8.60744 0.0771
H -13.63189 -12.21432 9.22477 0.0718
O -23.71935 -15.41346 10.78140 -0.1118
C -23.17125 -16.72456 10.71694 -0.2553
C -22.19892 -17.10099 11.82917 -0.2378
O -20.92345 -16.48527 11.71152 -0.0993
H -23.10127 -14.68627 10.50238 0.0350
H -24.04032 -17.38858 10.69250 0.1140
H -22.72181 -16.82175 9.71975 0.0903
H -22.03343 -18.18594 11.72890 0.1079
H -22.60922 -16.99980 12.83309 0.1179
H -20.40051 -17.08769 11.14126 0.0350
O -16.23774 -19.13531 15.78245 -0.0753
C -16.16655 -18.97355 14.35991 -0.2340
C -14.73616 -18.88156 13.85372 -0.2404
O -14.16554 -17.60127 14.07045 -0.0693
H -15.73875 -19.92046 16.02384 0.0816
H -16.69085 -19.86175 13.97732 0.1069
H -16.79621 -18.13016 14.07632 0.1186
H -14.74703 -19.00654 12.76760 0.1058
H -14.08821 -19.62601 14.33251 0.1184
H -14.56089 -17.19390 14.84874 0.0830
O -19.36889 -18.41236 10.54762 -0.1093
C -17.96273 -18.51053 10.49989 -0.2395
C -17.36594 -17.14980 10.80602 -0.2409
O -15.95864 -17.26923 10.88130 -0.0840
H -19.78755 -19.21610 10.15640 0.0482
H -17.64053 -19.21827 11.27286 0.1005
H -17.56608 -18.89888 9.55610 0.1045
H -17.77266 -16.87901 11.78720 0.1153
H -17.65294 -16.41313 10.04854 0.1241
H -15.61572 -16.39761 11.19600 0.0472
```

Summary:
Relative energy (zero: lowest compared OMol25 entry of this formula, charge and spin): 0.0000 eV
Frontier orbital gap: 9.58 eV
LUMO: 0.5 eV
DFT total energy: -1846.717559 hartree

=====

Q: Which of these has the highest DFT total energy?
A: C22H60O10

=====

Q: LUMO of number 2 (C22H61O16PS9)?
A: 0.4 eV

=====

Q: Among the records above, which one has the lowest frontier orbital gap?
A: C22H61O16PS9